--- i ---
CH3N3 | ωB97M-V/def2-TZVPD

Properties
- SMILES string: C=N.N#N
- Highest occupied orbital energy: -9.735 eV
- Net charge: 0

Atoms and positions in Å:
C 0.2084 0.0007 -0.0590
N -0.8534 0.4853 -0.4191
N -1.4366 0.4649 2.7560
N -0.3692 0.6353 2.9369
H 0.8977 0.7208 0.2648
H 0.3335 -1.0203 -0.1260
H -1.6508 -0.1629 -0.8615

--- ii ---
CH3N3 | ωB97M-V/def2-TZVPD

Properties
- Highest occupied orbital energy: -8.327 eV
- Net charge: 0

Atoms and positions in Å:
C -1.7117 -0.1548 -0.4493
N 2.0915 0.5908 -0.2726
N 0.0984 -0.3672 0.4069
N 1.1113 0.1222 0.1330
H -2.2712 -1.0444 -0.8637
H -2.1461 -0.0251 0.6038
H 2.8278 0.8785 0.4419

Tell me which of them is the most stable. Sure, it is i.

--- i ---
C3H9NO2 | ωB97M-V/def2-TZVPD

Properties
- Highest occupied orbital energy (spin up / spin down): -0.010 / -3.018 eV
- Spin multiplicity: 2
- Net charge: -1
- Expectation value of S²: 0.758

Atoms and positions in Å:
C -1.0503 -0.3732 -0.8009
C -0.1828 -0.7583 -1.8591
C -1.3986 -1.3102 1.3583
N -0.8085 -0.5954 0.4727
H -1.8398 0.2377 -1.1126
H 0.6856 -1.1208 -1.4640
H -0.0087 -0.5420 -2.9842
H -0.9190 -1.3404 2.3579
H -2.3028 -1.9815 1.1720
H 2.1841 2.5277 -0.6618
H 0.9152 1.5831 -0.8356
O 1.3034 2.5003 -0.9034
H 1.8787 0.5583 1.5253
H 0.3580 0.4764 1.7322
O 1.1855 0.1382 2.0033

--- ii ---
C3H9NO2 | ωB97M-V/def2-TZVPD

Properties
- Highest occupied orbital energy (spin up / spin down): 1.510 / -4.850 eV
- Spin multiplicity: 2
- Net charge: -1
- Expectation value of S²: 0.753

Atoms and positions in Å:
C -0.8115 1.2263 1.6026
C -0.9936 -0.0841 0.7349
C 0.2209 -0.7081 0.1854
N 1.3940 -0.7071 1.0163
O 0.1961 -1.2002 -0.9610
H -0.5618 1.9307 0.8715
H -1.6933 1.5839 1.9856
H -0.0390 1.1586 2.3893
H -1.6014 0.1496 -0.2133
H -1.5985 -0.8437 1.1415
H 1.4635 -0.2753 1.9121
H 2.2335 -0.8401 0.4571
H 0.3588 -0.7897 -2.9991
H 1.0646 0.0250 -4.1330
O 0.3675 -0.6258 -3.9900

Tell me which of them is the most stable. Sure, it is ii.